[1]
{
  "formula": "C22H36FeNO4Si4",
  "method": "wB97M-V/def2-TZVPD",
  "spin_multiplicity": 1,
  "e_homo_ev": [-3.601, -3.606],
  "charge": -1,
  "orbital_gap_ha": [0.21472, 0.21479],
  "fmax_ha_per_bohr": 0.0301,
  "symbols": ["Fe", "O", "C", "O", "C", "C", "C", "C", "C", "N", "C", "O", "O", "H", "H", "H", "H", "C", "C", "C", "C", "C", "C", "H", "H", "H", "H", "H", "C", "Si", "C", "C", "Si", "Si", "C", "C", "C", "Si", "C", "C", "C", "H", "H", "H", "H", "H", "H", "H", "H", "H", "H", "H", "H", "H", "H", "H", "H", "H", "H", "H", "H", "H", "H", "H", "H", "H", "H", "H"],
  "coordinates": [[-0.03611, -0.06963, 0.02430], [-1.37778, 3.54690, 1.81936], [-1.09299, 2.39683, 1.19690], [0.03674, 2.02168, 0.95587], [-2.28150, 1.58724, 0.77253], [-3.60839, 1.92673, 0.96370], [-4.56592, 1.03159, 0.48566], [-4.15008, -0.13786, -0.12972], [-2.79189, -0.39671, -0.27905], [-1.88480, 0.47509, 0.14498], [-2.21083, -1.65023, -0.91716], [-2.99761, -2.51283, -1.30183], [-0.94651, -1.62298, -0.98640], [-0.53781, 3.98160, 2.02719], [-3.87917, 2.84383, 1.46337], [-5.61852, 1.24884, 0.60973], [-4.83798, -0.88407, -0.50160], [-0.52038, -1.94073, 4.50207], [-1.05756, -2.58074, 3.39226], [-0.84757, -2.06975, 2.11832], [-0.10706, -0.90270, 1.86987], [0.42503, -0.29896, 3.01887], [0.23175, -0.79259, 4.30339], [-0.68216, -2.33380, 5.49946], [-1.64335, -3.48487, 3.52029], [-1.27531, -2.61205, 1.28133], [1.02341, 0.60495, 2.91930], [0.67092, -0.27974, 5.15302], [0.05976, -2.01749, -4.12508], [-0.12001, -0.14454, -4.17462], [-1.90624, 0.27387, -4.63532], [0.94272, 0.43363, -5.63279], [0.39593, 0.89128, -2.16324], [2.30912, -0.10966, -1.32058], [3.06925, 0.76149, 0.17871], [3.69782, 0.01651, -2.61858], [2.11799, -1.93137, -0.88144], [0.80635, 3.15326, -2.45502], [1.92281, 3.93567, -1.13828], [-0.85047, 4.07817, -2.37921], [1.57287, 3.68803, -4.10247], [-0.17759, -2.41540, -5.11650], [-0.59634, -2.47134, -3.38361], [1.08586, -2.30115, -3.88398], [-2.21640, -0.28692, -5.52221], [-2.00597, 1.33972, -4.85357], [-2.59354, 0.02577, -3.82607], [0.76336, -0.21315, -6.49683], [2.00449, 0.38791, -5.38842], [0.71803, 1.45872, -5.92934], [3.30979, 1.79166, -0.07505], [3.99263, 0.23273, 0.43123], [2.44482, 0.78069, 1.07379], [3.84578, 1.06325, -2.88767], [3.42463, -0.52340, -3.52644], [4.65154, -0.38665, -2.25800], [1.42993, -2.15397, -0.06205], [3.10908, -2.29372, -0.59498], [1.74931, -2.48114, -1.74515], [1.83367, 3.47096, -0.15969], [1.67857, 4.99825, -1.03918], [2.96748, 3.86293, -1.45208], [-1.28731, 4.06691, -1.37849], [-1.57618, 3.61873, -3.05267], [-0.71765, 5.12419, -2.67442], [2.44667, 3.08336, -4.34745], [1.88228, 4.73538, -4.04665], [0.86560, 3.59304, -4.92758]],
  "lowdin_charge": [0.26, 0.13, -0.43, 0.04, -0.15, 0.01, -0.05, 0.03, -0.14, 0.07, -0.62, 0.02, -0.11, 0.14, 0.11, 0.10, 0.12, -0.14, -0.12, -0.12, -0.16, -0.14, -0.13, 0.08, 0.09, 0.09, 0.07, 0.09, -0.21, 0.33, -0.23, -0.23, 0.45, 0.31, -0.20, -0.23, -0.19, 0.33, -0.23, -0.23, -0.24, 0.02, 0.02, 0.01, 0.02, 0.01, 0.02, 0.02, 0.01, 0.00, 0.01, 0.03, 0.00, 0.01, 0.01, 0.02, 0.01, 0.03, 0.02, -0.01, 0.02, 0.02, 0.01, 0.01, 0.02, 0.01, 0.02, 0.01]
}

=====

[2]
{
  "formula": "C22H36N2O13S",
  "method": "wB97M-V/def2-TZVPD",
  "spin_multiplicity": 1,
  "e_homo_ev": -10.223,
  "orbital_gap_ha": 0.37711,
  "smiles": "C#C[C@H](C#N)[C@](O)(S)C#N.CCOC(=O)OC.CCOC(=O)OC.CCOC(=O)OC.CCOC(=O)OC",
  "fmax_ha_per_bohr": 0.0384,
  "symbols": ["C", "C", "C", "C", "N", "C", "O", "S", "C", "N", "H", "H", "H", "H", "C", "C", "O", "C", "O", "O", "C", "H", "H", "H", "H", "H", "H", "H", "H", "C", "C", "O", "C", "O", "O", "C", "H", "H", "H", "H", "H", "H", "H", "H", "C", "C", "O", "C", "O", "O", "C", "H", "H", "H", "H", "H", "H", "H", "H", "C", "C", "O", "C", "O", "O", "C", "H", "H", "H", "H", "H", "H", "H", "H"],
  "coordinates": [[3.26746, -1.08092, -0.59993], [2.50817, -0.21398, -0.91231], [1.66762, 0.93486, -1.39768], [1.84300, 2.10067, -0.44997], [2.03045, 3.13086, 0.02532], [0.12816, 0.50700, -1.51180], [-0.36940, 0.69485, -2.81159], [-0.96694, 1.53579, -0.42437], [-0.07203, -0.95437, -1.13987], [-0.20705, -2.06834, -0.89061], [4.10787, -1.76405, -0.60205], [2.08427, 1.20459, -2.38536], [0.35083, 0.91135, -3.41755], [-1.20015, 0.83007, 0.72125], [-1.21205, 1.86977, 7.61340], [-1.98989, 1.23748, 6.47801], [-1.94088, 2.05785, 5.30333], [-0.83905, 1.92843, 4.55953], [0.08607, 1.19290, 4.78428], [-0.94401, 2.75852, 3.52033], [0.19143, 2.74951, 2.64984], [-1.55799, 2.88930, 7.79214], [-1.32976, 1.28984, 8.52940], [-0.14940, 1.92719, 7.37475], [-3.04140, 1.15491, 6.75354], [-1.63257, 0.23017, 6.25988], [0.42210, 1.73788, 2.31986], [1.05258, 3.19464, 3.14711], [-0.05565, 3.35040, 1.77945], [9.20177, -4.80273, -3.14331], [8.88953, -4.31620, -1.74318], [7.57076, -3.75640, -1.67558], [6.58028, -4.64007, -1.54316], [6.69649, -5.83379, -1.47183], [5.42591, -3.96365, -1.51452], [4.26452, -4.79215, -1.41970], [9.04106, -4.00444, -3.87005], [10.23651, -5.14024, -3.21083], [8.54932, -5.63032, -3.42424], [9.57643, -3.51612, -1.46885], [9.00858, -5.11227, -1.00742], [4.33288, -5.47252, -0.57239], [4.12051, -5.34874, -2.34520], [3.40858, -4.13703, -1.26981], [-2.66792, -0.71829, 2.72054], [-3.45510, -0.69991, 4.01566], [-4.83359, -1.01339, 3.78079], [-5.11480, -2.31434, 3.67837], [-4.32895, -3.22010, 3.77070], [-6.42419, -2.43594, 3.44358], [-6.85964, -3.78405, 3.26572], [-3.13614, -0.06374, 1.98125], [-1.64054, -0.38743, 2.89173], [-2.64085, -1.72071, 2.29147], [-3.43324, 0.30197, 4.43971], [-3.02349, -1.37664, 4.75465], [-6.55513, -4.40893, 4.10405], [-6.46975, -4.18445, 2.33005], [-7.94608, -3.77021, 3.21652], [-2.57750, 3.48013, -3.38685], [-3.22182, 2.88966, -4.62332], [-3.70783, 3.92111, -5.49283], [-2.79141, 4.47586, -6.28672], [-1.62390, 4.18567, -6.33612], [-3.39253, 5.42145, -7.01356], [-2.51263, 6.13426, -7.88308], [-3.26343, 4.16677, -2.88726], [-2.29397, 2.69170, -2.69028], [-1.68385, 4.05093, -3.64516], [-4.08853, 2.29404, -4.33863], [-2.53560, 2.22958, -5.15529], [-1.95246, 5.45175, -8.52060], [-1.83340, 6.75761, -7.30171], [-3.12663, 6.77515, -8.51167]],
  "lowdin_charge": [0.16, -0.10, -0.22, -0.22, 0.19, -0.71, -0.04, 0.88, -0.20, 0.19, 0.05, 0.16, 0.11, -0.11, -0.06, -0.23, 0.02, -0.62, 0.13, 0.00, -0.08, 0.08, 0.08, 0.08, 0.13, 0.12, 0.07, 0.10, 0.06, -0.07, -0.21, 0.04, -0.61, 0.13, -0.01, -0.04, 0.08, 0.08, 0.08, 0.12, 0.12, 0.10, 0.10, 0.08, -0.05, -0.20, 0.05, -0.61, 0.13, 0.01, -0.04, 0.08, 0.07, 0.08, 0.11, 0.13, 0.10, 0.10, 0.09, -0.06, -0.21, 0.04, -0.61, 0.12, 0.01, -0.04, 0.09, 0.02, 0.08, 0.13, 0.12, 0.10, 0.10, 0.09]
}

=====

[3]
{
  "formula": "C22H36O18",
  "method": "wB97M-V/def2-TZVPD",
  "spin_multiplicity": 1,
  "e_homo_ev": -10.524,
  "orbital_gap_ha": 0.39717,
  "smiles": "C[C@H]1COC(=O)O1.C[C@H]1COC(=O)O1.C[C@H]1COC(=O)O1.C[C@H]1COC(=O)O1.COC(=O)OC.COC(=O)OC",
  "fmax_ha_per_bohr": 0.0419,
  "symbols": ["C", "C", "C", "O", "C", "O", "O", "H", "H", "H", "H", "H", "H", "C", "C", "C", "O", "C", "O", "O", "H", "H", "H", "H", "H", "H", "C", "C", "C", "O", "C", "O", "O", "H", "H", "H", "H", "H", "H", "C", "C", "C", "O", "C", "O", "O", "H", "H", "H", "H", "H", "H", "C", "O", "C", "O", "O", "C", "H", "H", "H", "H", "H", "H", "C", "O", "C", "O", "O", "C", "H", "H", "H", "H", "H", "H"],
  "coordinates": [[-0.10240, 0.63064, -1.51121], [0.64777, -0.16446, -0.47697], [0.42628, 0.42473, 0.89813], [-0.12461, -0.61105, 1.68780], [-0.25777, -1.71721, 0.95356], [-0.57511, -2.77712, 1.39536], [0.02418, -1.49936, -0.34258], [-0.06551, 0.17850, -2.50769], [0.34263, 1.60552, -1.70541], [-1.14575, 0.73209, -1.21175], [1.68459, -0.28283, -0.78063], [-0.21290, 1.30696, 0.91519], [1.41446, 0.64318, 1.31759], [-4.62135, 3.88463, 1.30642], [-3.71906, 4.05934, 0.08951], [-3.22392, 5.50430, -0.04882], [-1.83925, 5.46537, 0.27827], [-1.42233, 4.17746, 0.25710], [-0.28401, 3.84171, 0.34140], [-2.46986, 3.35633, 0.28592], [-5.32494, 4.72426, 1.21318], [-4.08558, 4.16736, 2.21087], [-5.25446, 3.00793, 1.21832], [-4.19589, 3.68547, -0.81424], [-3.69438, 6.14938, 0.69539], [-3.35241, 5.96970, -1.02762], [5.69371, -4.15790, -2.56004], [5.00216, -2.89894, -2.14780], [3.48697, -2.84552, -2.41192], [2.94834, -2.58678, -1.12504], [3.92059, -2.29991, -0.25345], [3.74229, -1.75250, 0.78383], [5.08811, -2.75053, -0.72366], [6.77759, -4.07552, -2.49274], [5.44705, -4.43485, -3.58696], [5.37532, -4.98587, -1.92183], [5.54107, -2.07428, -2.62437], [3.07224, -3.78846, -2.77663], [3.18066, -2.12192, -3.16853], [-0.81278, 2.95594, 3.61265], [-1.86065, 1.86442, 3.60188], [-1.56056, 0.63222, 4.47021], [-2.58188, 0.67463, 5.45338], [-3.32831, 1.79181, 5.38530], [-4.14945, 2.04772, 6.21201], [-2.98383, 2.48074, 4.29483], [-0.47044, 3.10693, 4.64046], [-1.16274, 3.88455, 3.17369], [0.12754, 2.66255, 3.13409], [-2.27103, 1.61287, 2.62301], [-0.56680, 0.70291, 4.90989], [-1.75426, -0.26792, 3.89060], [1.84493, 3.37116, -3.07004], [2.78644, 2.65382, -2.29604], [3.35623, 3.24943, -1.26496], [3.14863, 4.36125, -0.85121], [4.20713, 2.40782, -0.72551], [4.94039, 2.73315, 0.43876], [1.61038, 2.89717, -4.01613], [2.11907, 4.39642, -3.33706], [0.97568, 3.53373, -2.42755], [5.76076, 2.04808, 0.59926], [4.26690, 2.80710, 1.29428], [5.30592, 3.76016, 0.34305], [-1.26114, -5.08123, -0.78058], [-2.33426, -5.38011, -1.63756], [-2.80149, -6.60727, -1.71627], [-2.27376, -7.59002, -1.27840], [-3.92925, -6.57705, -2.40034], [-4.66927, -7.77139, -2.54754], [-1.64666, -4.95109, 0.23379], [-0.83904, -4.10885, -1.02801], [-0.40585, -5.75277, -0.68817], [-5.71866, -7.57563, -2.33731], [-4.27827, -8.58483, -1.94119], [-4.63417, -8.07825, -3.59521]],
  "lowdin_charge": [-0.01, -0.26, -0.09, 0.07, -0.58, 0.16, 0.08, 0.09, 0.06, 0.10, 0.14, 0.11, 0.14, -0.01, -0.28, -0.09, 0.07, -0.59, 0.15, 0.07, 0.09, 0.10, 0.09, 0.15, 0.13, 0.13, -0.03, -0.31, -0.08, 0.06, -0.58, 0.17, 0.10, 0.09, 0.09, 0.10, 0.15, 0.13, 0.13, -0.01, -0.28, -0.08, 0.07, -0.58, 0.16, 0.06, 0.10, 0.08, 0.09, 0.14, 0.14, 0.13, -0.05, 0.00, -0.64, 0.14, 0.00, -0.03, 0.10, 0.10, 0.08, 0.09, 0.10, 0.10, -0.05, 0.02, -0.64, 0.13, 0.01, -0.04, 0.09, 0.08, 0.10, 0.09, 0.09, 0.09]
}

=====

[4]
{
  "formula": "C22H37AlFN5O5PSeSi",
  "method": "wB97M-V/def2-TZVPD",
  "spin_multiplicity": 1,
  "e_homo_ev": -14.115,
  "charge": 3,
  "orbital_gap_ha": 0.24780,
  "fmax_ha_per_bohr": 0.0239,
  "symbols": ["Al", "F", "C", "C", "C", "C", "O", "C", "C", "N", "C", "C", "C", "C", "C", "C", "N", "C", "C", "N", "C", "C", "C", "O", "O", "H", "H", "H", "H", "H", "H", "H", "H", "H", "H", "H", "H", "H", "H", "H", "H", "H", "H", "C", "Si", "C", "C", "Se", "H", "H", "H", "H", "H", "H", "H", "H", "H", "N", "C", "P", "O", "O", "C", "N", "H", "H", "H", "H", "H", "H", "H", "H", "H", "H"],
  "coordinates": [[-0.03110, 0.19430, -0.00680], [0.40560, 1.33170, 6.48380], [-0.30540, 0.35020, 5.90210], [-0.27080, 0.27850, 4.53790], [-0.90610, -0.77040, 3.85760], [-0.77140, -0.91960, 2.43770], [-0.06660, -0.09280, 1.74590], [-1.38920, -2.05920, 1.86440], [-2.13220, -2.91110, 2.64950], [-2.28050, -2.74950, 3.96580], [-3.03390, -3.72050, 4.71930], [-4.32390, -3.31780, 5.37500], [-4.33890, -4.23090, 4.18800], [-1.63540, -1.71660, 4.61800], [-1.66910, -1.60310, 6.01080], [-0.99160, -0.59690, 6.69650], [-1.03170, -0.54160, 8.08540], [-0.65610, -1.71280, 8.85670], [-1.33040, -1.69030, 10.22750], [-0.96280, -0.44110, 10.94130], [-1.36030, 0.74000, 10.13360], [-0.67690, 0.68740, 8.77140], [-1.10670, -2.41000, 0.44950], [-1.05740, -3.55940, 0.06510], [-0.80740, -1.41940, -0.36810], [0.29140, 1.01750, 3.99010], [-2.62220, -3.76120, 2.19230], [-2.38870, -4.42090, 5.23540], [-4.66950, -2.30670, 5.23320], [-4.55790, -3.72670, 6.34410], [-4.70550, -3.83440, 3.25570], [-4.57230, -5.27240, 4.34140], [-2.24350, -2.31730, 6.57460], [0.43710, -1.74900, 8.99400], [-0.94820, -2.62060, 8.33060], [-1.01490, -2.55590, 10.81230], [-2.41620, -1.70640, 10.12300], [0.05580, -0.41920, 11.08620], [-1.41320, -0.40920, 11.86510], [-1.06910, 1.65780, 10.64670], [-2.44530, 0.72410, 10.01950], [0.41040, 0.78650, 8.90210], [-1.03310, 1.54330, 8.19800], [-3.71740, 3.99610, -0.44570], [-2.20870, 4.02590, -1.60390], [-1.05430, 5.51790, -1.39520], [-2.59210, 3.47620, -3.38210], [-0.39970, 2.27180, -0.78220], [-4.35040, 4.84450, -0.69640], [-3.44520, 4.08680, 0.60180], [-4.31600, 3.09680, -0.56260], [-1.53880, 6.43260, -1.72420], [-0.14340, 5.39180, -1.97450], [-0.76150, 5.64620, -0.35620], [-3.11200, 4.28140, -3.89580], [-3.23400, 2.59940, -3.41180], [-1.69260, 3.24770, -3.94650], [0.45860, -2.93960, -2.27370], [1.86770, -2.77370, -1.87640], [2.10950, -0.92350, -1.96300], [1.53220, -0.44280, -3.23080], [1.56230, -0.32390, -0.66120], [3.91030, -0.38740, -2.04090], [3.77240, 0.90490, -2.74300], [-0.15220, -2.34290, -1.62260], [0.12570, -3.90950, -2.19400], [0.32740, -2.57680, -3.22750], [2.54020, -3.26430, -2.58180], [2.01670, -3.17890, -0.87570], [4.49310, -1.08440, -2.64340], [4.37600, -0.26600, -1.06410], [4.59920, 1.19240, -3.28120], [3.52280, 1.65660, -2.08770], [2.93450, 0.76980, -3.37490]],
  "lowdin_charge": [-0.29, 0.09, -0.17, 0.11, -0.03, -0.18, 0.03, 0.00, 0.09, 0.03, -0.25, -0.07, -0.06, -0.09, 0.08, -0.12, -0.08, -0.12, -0.08, 0.06, -0.08, -0.13, -0.48, 0.11, -0.03, 0.15, 0.17, 0.16, 0.12, 0.11, 0.11, 0.12, 0.11, 0.15, 0.13, 0.15, 0.15, 0.20, 0.20, 0.15, 0.15, 0.14, 0.15, -0.20, 0.51, -0.22, -0.20, 0.45, 0.04, 0.03, 0.03, 0.04, 0.03, 0.03, 0.04, 0.03, 0.03, 0.13, -0.15, 0.54, -0.28, -0.25, -0.15, 0.14, 0.11, 0.18, 0.17, 0.12, 0.12, 0.12, 0.12, 0.19, 0.18, 0.14]
}

=====

Here are the calculated energy numbers, same order: -98980.0453; -63827.4820; -60253.0886; -132915.1031 (eV).